Below is a 2-piece molecular cluster, C4H11O3 overall in a non-equilibrium geometry, with properties calculated with ωB97M-V/def2-TZVPD.

Its LUMO energy is 4.22 eV. As for the maximum force: 2.33 eV/A. The energy above the lowest of the compared OMol25 structures with the same formula, charge and spin is 58.7 kJ/mol. The frontier orbital gap is 7.6 eV. Its net charge is -1.

Each line ends with the Löwdin charge.
Positions of all 18 atoms, in Å:
C (-0.52, -1.95, 0.12)  -0.304
O (-1.63, -1.09, 0.03)  -0.128
C (0.66, -1.16, 0.68)  -0.160
C (1.17, -0.07, -0.40)  -0.596
C (2.45, 0.63, 0.08)  -0.094
O (0.17, 0.82, -0.64)  -0.311
H (-0.34, -2.11, -0.95)  0.097
H (-0.86, -2.89, 0.59)  0.105
H (0.27, -0.69, 1.58)  0.101
H (1.49, -1.84, 0.96)  0.093
H (1.28, -0.73, -1.31)  0.113
H (2.11, 1.34, 0.84)  0.069
H (2.90, 1.19, -0.73)  0.050
H (3.25, -0.05, 0.43)  0.056
H (-1.32, -0.18, -0.11)  0.022
H (-1.13, 2.22, -0.27)  0.013
H (-2.30, 1.57, 0.27)  -0.007
O (-2.04, 2.47, 0.07)  -0.118

Below is C16H18BFN6W as an isolated structure in a non-equilibrium geometry, with properties calculated with ωB97M-V/def2-TZVPD.

Its LUMO energy (alpha / beta) is -9.63 / -8.67 eV. As for the maximum force: 2.78 eV/A. The energy above the lowest of the compared OMol25 structures with the same formula, charge and spin is 114.4 kJ/mol. The frontier orbital gap (alpha / beta) is 5.7 / 7.0 eV. As for the spin multiplicity: 3. Its net charge is +2.

Each line ends with the Löwdin charge.
Positions of all 43 atoms, in Å:
H (0.13, 3.30, 1.26)  0.130
N (0.39, 1.94, -0.38)  -0.161
B (0.92, 0.95, -2.74)  -0.497
N (0.76, 2.10, -1.71)  -0.003
C (0.93, 3.41, -1.96)  0.014
W (0.12, 0.03, 0.17)  1.789
H (1.20, 3.72, -2.95)  0.153
C (0.69, 4.12, -0.78)  0.018
H (0.73, 5.17, -0.68)  0.120
C (0.37, 3.18, 0.21)  -0.032
H (1.38, 1.34, -3.77)  0.139
C (-2.03, -2.78, 1.97)  -0.030
H (-2.34, -3.07, 2.98)  0.046
H (-0.99, -3.10, 1.79)  0.019
H (-2.70, -3.16, 1.21)  0.033
N (-0.49, 0.36, -3.03)  -0.073
N (1.79, -0.19, -2.15)  0.003
N (-1.25, -0.15, -2.01)  -0.037
N (1.67, -0.71, -0.87)  -0.179
C (-1.13, 0.29, -4.22)  -0.020
C (2.80, -0.83, -2.74)  0.017
H (-0.64, 0.66, -5.10)  0.138
H (3.06, -0.61, -3.75)  0.153
C (-2.39, -0.26, -3.99)  -0.010
C (3.36, -1.73, -1.83)  0.018
C (-2.43, -0.53, -2.60)  -0.076
C (2.64, -1.62, -0.64)  -0.036
H (-3.13, -0.40, -4.76)  0.116
H (4.17, -2.39, -2.03)  0.119
H (-3.30, -0.97, -2.12)  0.123
H (2.75, -2.11, 0.32)  0.133
H (-2.01, -1.70, 1.93)  -0.023
F (-0.86, -0.73, 6.53)  0.093
C (-0.64, -0.55, 5.19)  -0.205
C (-1.18, 0.58, 4.57)  0.040
C (-0.94, 0.76, 3.18)  -0.104
C (-0.15, -0.15, 2.43)  -0.293
C (0.36, -1.26, 3.13)  -0.149
C (0.12, -1.49, 4.50)  0.036
H (-1.76, 1.31, 5.17)  0.145
H (-1.35, 1.64, 2.69)  0.096
H (0.91, -2.02, 2.57)  0.093
H (0.51, -2.37, 5.03)  0.147

Below is C15H12F4N4O2S2W as an isolated structure in a non-equilibrium geometry, with properties calculated with ωB97M-V/def2-TZVPD.

Its LUMO energy (alpha / beta) is -1.37 / -3.93 eV. As for the maximum force: 5.59 eV/A. The frontier orbital gap (alpha / beta) is 6.6 / 4.0 eV. As for the spin multiplicity: 3.

Each line ends with the Löwdin charge.
Positions of all 40 atoms, in Å:
W (-1.04, -1.69, -0.56)  0.923
C (0.47, -3.45, 1.21)  -0.055
N (0.37, -1.98, 0.90)  -0.417
C (-0.11, -1.23, 2.13)  -0.108
C (1.47, -1.09, 0.24)  -0.112
C (0.92, 0.34, -0.11)  -0.182
N (-0.47, 0.29, -0.63)  -0.235
C (-1.14, 1.49, -0.86)  -0.169
C (-1.45, 2.06, -2.12)  -0.110
F (-1.90, 1.24, -3.09)  0.071
C (-1.34, 3.50, -2.26)  -0.173
F (-0.97, 4.03, -3.44)  0.093
C (-1.45, 4.32, -1.13)  0.062
C (-1.23, 3.73, 0.08)  -0.209
F (-0.77, 4.55, 1.03)  0.091
C (-1.23, 2.32, 0.28)  -0.150
F (-1.16, 1.84, 1.53)  0.083
H (0.96, -3.48, 2.23)  0.117
H (1.14, -3.93, 0.51)  0.063
H (-0.51, -3.93, 1.16)  0.080
H (0.74, -0.91, 2.73)  0.100
H (-0.81, -1.84, 2.73)  0.098
H (-0.65, -0.34, 1.88)  0.040
H (1.91, -1.52, -0.66)  0.115
H (2.24, -1.03, 1.05)  0.141
H (1.44, 0.69, -0.98)  0.120
H (0.94, 1.00, 0.81)  0.132
H (-1.64, 5.38, -1.25)  0.143
S (-0.93, -1.93, -3.11)  0.754
C (-0.57, -3.06, -2.01)  -0.868
S (-2.85, -1.98, 0.42)  0.195
C (0.03, -4.29, -2.25)  -0.410
C (-0.23, -5.07, -3.34)  -0.263
N (-0.30, -5.78, -4.29)  0.159
C (1.39, -4.47, -1.91)  -0.268
N (2.52, -4.73, -1.74)  0.145
O (1.67, 4.91, 2.45)  0.020
C (1.51, 5.26, 3.64)  -0.392
O (1.05, 4.60, 4.66)  0.211
H (1.97, 6.18, 4.09)  0.165

Below is a 2-piece molecular cluster, C18H26N5O5 overall in a non-equilibrium geometry, with properties calculated with ωB97M-V/def2-TZVPD.

Its LUMO energy is -3.42 eV. As for the maximum force: 11.62 eV/A. The frontier orbital gap is 7.1 eV. Its net charge is +1.

Each line ends with the Löwdin charge.
Positions of all 54 atoms, in Å:
C (0.20, -1.18, -0.62)  -0.136
O (0.91, -0.56, 0.51)  -0.273
C (-0.04, 0.08, 1.47)  -0.203
C (-0.27, 1.68, 1.22)  -0.162
C (-1.34, 2.05, 0.04)  -0.129
C (-2.85, 1.66, 0.63)  -0.080
N (-3.29, 0.24, 0.46)  0.085
C (-4.64, -0.03, 1.07)  -0.117
C (-5.20, -1.60, 0.98)  0.055
C (-6.65, -2.09, 1.58)  -0.097
O (-7.05, -3.51, 1.49)  -0.104
N (-6.52, -4.12, 0.42)  -0.040
O (-5.54, -4.79, 0.72)  0.056
C (-7.57, -0.90, 2.31)  0.034
C (-7.01, 0.67, 2.39)  0.027
C (-5.53, 1.14, 1.77)  -0.134
N (-5.15, 2.58, 1.95)  0.136
C (-3.78, 2.77, 1.38)  -0.125
O (-3.20, 4.16, 1.49)  -0.066
C (-3.38, 4.89, 0.22)  -0.153
N (-3.37, 5.43, -0.97)  0.121
H (-0.97, -1.15, -0.55)  0.088
H (0.53, -2.31, -0.80)  0.104
H (0.52, -0.58, -1.60)  0.087
H (-1.02, -0.56, 1.55)  0.120
H (0.49, -0.02, 2.54)  0.138
H (0.76, 2.18, 0.98)  0.118
H (-0.70, 2.14, 2.23)  0.133
H (-1.16, 1.28, -0.85)  0.116
H (-1.28, 3.15, -0.37)  0.114
H (-4.50, -2.41, 0.47)  0.094
H (-8.60, -1.21, 2.77)  0.102
H (-7.71, 1.47, 2.93)  0.107
C (4.88, -0.04, 0.08)  0.019
N (5.44, -0.77, -1.14)  -0.338
C (6.12, -2.05, -0.65)  0.015
C (6.48, 0.10, -1.82)  0.019
C (4.31, -1.18, -2.13)  -0.068
C (3.53, 0.00, -2.73)  -0.213
O (2.89, 0.76, -1.71)  -0.088
H (5.65, -0.01, 0.85)  0.109
H (4.63, 0.98, -0.20)  0.101
H (4.00, -0.59, 0.44)  0.112
H (6.92, -1.78, 0.03)  0.111
H (6.52, -2.58, -1.52)  0.110
H (5.37, -2.66, -0.14)  0.115
H (6.02, 1.05, -2.11)  0.105
H (6.86, -0.43, -2.69)  0.112
H (7.28, 0.30, -1.10)  0.115
H (3.63, -1.83, -1.56)  0.139
H (4.78, -1.76, -2.93)  0.140
H (2.76, -0.38, -3.41)  0.131
H (4.19, 0.66, -3.31)  0.120
H (2.65, 1.63, -2.09)  0.119

Below is a 2-piece molecular cluster, C5H14N3O overall in a non-equilibrium geometry, with properties calculated with ωB97M-V/def2-TZVPD.

Its LUMO energy is -2.80 eV. As for the maximum force: 5.52 eV/A. The energy above the lowest of the compared OMol25 structures with the same formula, charge and spin is 325.6 kJ/mol. The frontier orbital gap is 11.7 eV. Its net charge is +1.

Each line ends with the Löwdin charge.
Positions of all 23 atoms, in Å:
C (1.11, -0.63, -0.14)  -0.088
C (-1.92, 0.74, -1.42)  0.047
C (-1.43, 1.75, 0.78)  0.018
C (-2.64, -1.70, 0.20)  -0.029
C (-1.50, 0.40, 0.08)  -0.458
N (0.06, -0.09, -0.03)  0.289
N (2.30, -1.14, -0.06)  0.176
N (4.49, 0.28, 0.18)  0.023
O (-2.01, -0.59, 0.81)  -0.051
H (-2.53, 1.53, -1.37)  0.046
H (-2.30, -0.19, -1.83)  0.081
H (-0.98, 1.08, -1.86)  0.099
H (-0.94, 2.40, 0.21)  0.053
H (-0.98, 1.57, 1.68)  0.071
H (-2.33, 2.24, 1.07)  0.110
H (-3.29, -1.56, -0.74)  0.131
H (-3.14, -2.34, 0.84)  0.076
H (-1.88, -2.32, -0.09)  0.062
H (2.25, -2.03, 0.44)  0.154
H (3.10, -0.55, -0.07)  0.001
H (5.04, -0.49, 0.49)  0.039
H (5.21, 0.90, -0.24)  0.078
H (4.31, 0.75, 1.08)  0.073

Below is a 6-piece molecular cluster, C25H39ClF3O20P overall in a non-equilibrium geometry, with properties calculated with ωB97M-V/def2-TZVPD.

Its LUMO energy is 0.26 eV. As for the maximum force: 4.48 eV/A. The frontier orbital gap is 10.7 eV. As for the SMILES: CC[C@H](Cl)O[P@@](=O)(O)OCOC(F)(F)F.C[C@@H]1COC(=O)O1.C[C@@H]1COC(=O)O1.C[C@@H]1COC(=O)O1.C[C@@H]1COC(=O)O1.C[C@@H]1COC(=O)O1.

Each line ends with the Löwdin charge.
Positions of all 89 atoms, in Å:
C (-3.89, -1.01, 4.74)  -0.097
C (-2.68, -2.02, 5.11)  -0.206
C (-1.85, -2.21, 3.74)  -0.720
Cl (-2.75, -3.33, 2.59)  0.601
O (-0.54, -2.76, 4.02)  -0.233
P (0.68, -1.59, 3.77)  0.664
O (0.29, -0.21, 4.34)  -0.287
O (2.01, -2.10, 4.70)  -0.144
O (1.25, -1.54, 2.18)  -0.130
C (0.20, -1.26, 1.23)  -0.199
O (-0.41, 0.04, 1.49)  0.040
C (-1.50, 0.27, 0.66)  -0.494
F (-1.57, 1.67, 0.49)  0.098
F (-2.73, -0.07, 1.26)  0.095
F (-1.42, -0.33, -0.59)  0.106
H (-4.34, -0.69, 5.73)  0.057
H (-3.44, -0.13, 4.18)  0.081
H (-4.65, -1.57, 4.10)  0.073
H (-2.00, -1.45, 5.82)  0.121
H (-3.06, -3.00, 5.53)  0.119
H (-1.81, -1.20, 3.25)  0.072
H (1.88, -1.75, 5.62)  0.089
H (-0.53, -2.12, 1.17)  0.129
H (0.72, -1.17, 0.22)  0.146
C (-7.11, 2.67, 6.40)  -0.022
C (-6.87, 1.67, 7.50)  -0.343
C (-6.52, 2.29, 8.82)  -0.108
O (-5.74, 1.27, 9.44)  0.068
C (-5.17, 0.56, 8.44)  -0.541
O (-4.29, -0.24, 8.59)  0.160
O (-5.72, 0.87, 7.23)  0.069
H (-7.31, 2.16, 5.45)  0.088
H (-7.96, 3.33, 6.63)  0.091
H (-6.22, 3.29, 6.23)  0.092
H (-7.74, 1.00, 7.59)  0.161
H (-7.40, 2.53, 9.42)  0.142
H (-5.90, 3.19, 8.72)  0.142
C (-1.53, 1.63, -2.73)  -0.023
C (-0.70, 1.33, -3.96)  -0.333
C (0.08, 2.51, -4.46)  -0.104
O (0.21, 2.22, -5.85)  0.062
C (-0.87, 1.46, -6.19)  -0.541
O (-1.19, 1.21, -7.31)  0.165
O (-1.53, 1.02, -5.08)  0.091
H (-2.11, 0.75, -2.45)  0.078
H (-0.90, 1.93, -1.89)  0.080
H (-2.25, 2.43, -2.93)  0.098
H (-0.05, 0.47, -3.77)  0.160
H (1.06, 2.60, -3.99)  0.130
H (-0.45, 3.46, -4.36)  0.142
C (1.24, -5.84, -2.91)  -0.011
C (1.54, -4.97, -1.70)  -0.334
C (0.57, -3.83, -1.53)  -0.096
O (1.37, -2.87, -0.83)  0.013
C (2.66, -3.10, -1.20)  -0.533
O (3.57, -2.36, -0.98)  0.164
O (2.78, -4.29, -1.85)  0.096
H (2.00, -6.61, -3.01)  0.091
H (0.26, -6.31, -2.82)  0.092
H (1.27, -5.25, -3.83)  0.091
H (1.60, -5.59, -0.80)  0.161
H (-0.30, -4.11, -0.94)  0.142
H (0.24, -3.39, -2.47)  0.145
C (4.82, 0.39, -5.78)  -0.013
C (3.65, -0.56, -5.65)  -0.325
C (3.49, -1.13, -4.27)  -0.127
O (2.85, -2.38, -4.53)  0.050
C (3.23, -2.75, -5.79)  -0.542
O (3.05, -3.84, -6.25)  0.148
O (3.85, -1.73, -6.44)  0.091
H (4.91, 0.74, -6.81)  0.088
H (4.70, 1.26, -5.13)  0.067
H (5.76, -0.11, -5.53)  0.095
H (2.73, -0.07, -5.99)  0.159
H (2.88, -0.51, -3.62)  0.098
H (4.44, -1.34, -3.77)  0.148
C (5.34, 5.35, -2.45)  -0.019
C (4.17, 4.40, -2.33)  -0.341
C (4.01, 3.82, -0.96)  -0.099
O (3.37, 2.58, -1.23)  0.078
C (3.76, 2.21, -2.48)  -0.508
O (3.58, 1.12, -2.96)  0.131
O (4.37, 3.24, -3.13)  0.089
H (5.44, 5.71, -3.48)  0.090
H (5.22, 6.22, -1.80)  0.093
H (6.28, 4.85, -2.21)  0.094
H (3.25, 4.89, -2.67)  0.160
H (3.39, 4.44, -0.31)  0.145
H (4.96, 3.61, -0.46)  0.145